Entry from OMol25: an isolated ion of composition C2H4FO2S and charge +1 (ωB97M-V/def2-TZVPD).

Positions of all 10 atoms, in Å:
O: 1.986 -1.219 0.547
C: 1.645 -0.242 -0.007
F: 2.342 0.374 -0.958
C: 0.309 0.427 0.279
S: -0.938 -0.655 -0.433
O: -2.327 -0.060 0.044
H: 0.227 1.439 -0.102
H: 0.134 0.418 1.351
H: -0.936 -0.225 -1.712
H: -2.443 -0.256 0.991

Calculated values
charge = +1
orbital gap = 0.409 hartree
HOMO energy = -16.559 eV
energy above the lowest of the compared OMol25 structures with the same formula, charge and spin = 0.0 kcal/mol
E_LUMO = -5.43 eV

=====

Entry from OMol25: one molecule with the formula C23H25BrN2O4S (ωB97M-V/def2-TZVPD).

Positions of all 56 atoms, in Å:
C: 3.726 0.874 0.658
N: 3.137 -0.402 0.317
C: 3.786 -1.042 -0.818
H: 4.779 -0.603 -0.986
C: 2.951 -0.908 -2.104
C: 2.726 0.529 -2.466
C: 1.539 1.166 -2.129
C: 1.346 2.504 -2.421
C: 2.340 3.227 -3.059
C: 3.525 2.601 -3.406
C: 3.716 1.263 -3.112
H: 4.643 0.779 -3.387
H: 4.303 3.158 -3.909
H: 2.191 4.272 -3.289
H: 0.415 2.984 -2.153
H: 0.762 0.601 -1.637
H: 1.994 -1.408 -1.958
H: 3.488 -1.416 -2.909
H: 3.926 -2.107 -0.613
C: 2.948 -1.271 1.461
H: 3.833 -1.892 1.681
C: 1.738 -2.188 1.249
N: 0.548 -1.406 1.023
C: -0.155 -1.471 -0.127
O: 0.009 -2.317 -0.987
C: -1.201 -0.434 -0.235
C: -2.169 -0.241 -1.185
C: -2.916 0.881 -0.764
C: -2.346 1.307 0.406
O: -1.305 0.514 0.727
C: -2.751 2.300 1.411
H: -1.940 2.956 1.718
H: -3.626 2.867 1.113
S: -3.181 1.315 2.927
O: -4.218 2.010 3.636
O: -1.965 1.006 3.624
C: -3.848 -0.202 2.225
C: -3.078 -1.349 2.221
C: -3.555 -2.488 1.596
C: -4.803 -2.447 0.994
C: -5.589 -1.304 1.020
C: -5.100 -0.169 1.641
H: -5.682 0.738 1.688
H: -6.563 -1.304 0.556
Br: -5.457 -3.992 0.115
H: -2.964 -3.390 1.567
H: -2.116 -1.335 2.707
H: -3.753 1.322 -1.264
H: -2.317 -0.833 -2.064
H: 0.395 -0.617 1.633
H: 1.868 -2.820 0.368
H: 1.605 -2.826 2.130
H: 2.754 -0.646 2.337
H: 3.106 1.371 1.404
H: 4.749 0.782 1.057
H: 3.754 1.499 -0.232

Calculated values
charge = 0
orbital gap = 0.321 hartree
SMILES string = CN(CCNC(=O)c1ccc(CS(=O)(=O)c2ccc(Br)cc2)o1)CCc1ccccc1
HOMO energy = -8.507 eV
energy above the lowest of the compared OMol25 structures with the same formula, charge and spin = 6.8 kcal/mol
E_LUMO = 0.23 eV

=====

> The highest energy above the lowest of the compared OMol25 structures with the same formula, charge and spin belongs to which entry?

C23H25BrN2O4S

=====

> The highest orbital gap belongs to which entry?

C2H4FO2S